one | {"formula": "C2H2IN3", "method": "the ωB97M-V functional and the def2-TZVPD basis", "homo_lumo_gap_ev": 7.841, "symbols": ["C", "C", "N", "N", "N", "I", "H", "H"], "xyz": [[-0.7164, 0.4494, 0.6117], [-0.5571, -0.5805, -0.2677], [-1.5148, -1.3355, -0.6883], [-2.4413, -0.7529, -0.0045], [-2.0149, 0.2993, 0.7700], [3.9892, 0.2060, -0.0538], [-0.0699, 1.1555, 1.0697], [3.3253, 0.5586, -1.4371]], "mulliken_charge": [-0.161, 0.451, -0.286, -0.178, -0.232, -0.090, 0.401, 0.096]}



two | {"formula": "C2H2IN3", "method": "the ωB97M-V functional and the def2-TZVPD basis", "homo_lumo_gap_ev": 7.545, "symbols": ["C", "C", "N", "N", "N", "I", "H", "H"], "xyz": [[-0.2114, -0.6746, 0.5026], [1.0273, 1.3365, 0.6683], [0.2705, 0.3988, 0.9330], [-0.2409, -0.0900, -1.7913], [-0.4819, -0.8431, -0.9099], [0.9322, 3.3438, 0.4160], [-0.3947, -1.6254, 1.1465], [-0.9010, -1.8459, -0.9653]], "mulliken_charge": [-0.141, -0.148, -0.064, -0.599, 0.223, 0.191, 0.272, 0.266]}



Stability ranking, top entry: two; the second entry is 73.5 kJ/mol less favorable.



one | {"formula": "H80O40", "method": "the ωB97M-V functional and the def2-TZVPD basis", "homo_lumo_gap_ev": 9.949, "symbols": ["H", "H", "O", "H", "H", "O", "H", "H", "O", "H", "H", "O", "H", "H", "O", "H", "O", "H", "O", "H", "H", "O", "H", "H", "O", "H", "H", "O", "H", "H", "O", "H", "O", "H", "H", "O", "H", "H", "O", "H", "H", "O", "H", "H", "O", "H", "H", "O", "H", "H", "O", "H", "O", "H", "H", "O", "H", "O", "H", "H", "O", "H", "H", "O", "H", "H", "O", "H", "H", "O", "H", "H", "O", "H", "H", "O", "H", "H", "O", "H", "H", "O", "H", "H", "O", "H", "H", "O", "H", "O", "H", "H", "O", "H", "H", "H", "H", "H", "H", "O", "H", "H", "O", "H", "H", "O", "H", "H", "O", "H", "H", "O", "H", "H", "O", "H", "H", "O", "H", "H"], "xyz": [[-0.2446, -0.5407, 4.2704], [-1.7395, -1.1573, 4.4265], [-0.8019, -1.3423, 4.3346], [2.2834, -4.0868, 0.1943], [2.1011, -4.8905, 1.4503], [2.6335, -4.8269, 0.6471], [0.3899, 2.9595, -0.5260], [1.9062, 2.4101, -0.5852], [1.0322, 2.4043, -0.9622], [0.1123, 0.0012, -3.8742], [1.2442, -0.0540, -4.7824], [0.7605, 0.5971, -4.2706], [1.4592, -0.1878, -2.0302], [0.7368, -1.1885, -1.2031], [1.3235, -1.1420, -1.9478], [1.2852, 1.2273, 3.9207], [0.8390, 0.5213, 3.4358], [-1.6427, -2.4317, 2.8593], [-2.0556, -2.2254, 2.0063], [-4.8803, 1.3040, 4.3856], [-5.3922, 0.3884, 3.3183], [-5.4386, 0.5453, 4.2591], [5.2124, 2.5009, 2.4213], [4.6502, 2.6273, 3.9062], [5.4241, 2.4916, 3.3571], [-6.1853, -0.3446, -0.6056], [-7.0576, -0.3602, 0.8304], [-6.4169, 0.0164, 0.2555], [-3.0329, -5.8129, 1.2092], [-1.4414, -5.6311, 1.3185], [-2.2996, -5.3269, 1.5840], [0.9727, 0.1905, 1.3088], [0.6163, 0.3339, 0.4304], [-4.5898, -0.2249, -5.0383], [-4.0687, -1.2296, -4.1388], [-4.9134, -0.7194, -4.2897], [3.1562, -2.3249, 4.6851], [2.8060, -2.8392, 3.3930], [3.4393, -3.0403, 4.0990], [0.2037, -5.5589, 2.9166], [-0.5246, -4.2448, 2.4555], [0.1495, -4.8854, 2.2338], [-3.9688, 1.6438, -0.0289], [-3.9897, 0.1800, 0.0704], [-3.6886, 0.9275, 0.5877], [0.6990, 3.1320, 4.6633], [-0.9064, 3.5158, 4.6924], [-0.1926, 3.0227, 4.2954], [1.7278, 2.6140, 6.2427], [2.5590, 3.2263, 5.1169], [2.1107, 2.4055, 5.3807], [5.6975, -2.0653, 2.2775], [5.1262, -1.4204, 2.6914], [-0.3919, -2.4832, -5.1335], [0.9329, -2.2971, -5.7815], [-0.0273, -2.3959, -6.0290], [-2.6223, 5.9764, 2.6136], [-2.7803, 5.0300, 2.6881], [-1.8986, 1.2604, 1.4395], [-1.8193, 1.2383, 2.9511], [-1.4343, 1.6529, 2.1897], [3.3516, 3.3752, -4.8654], [3.0076, 2.7964, -3.2559], [3.2132, 3.4352, -3.9286], [-3.9518, 0.3349, -2.9601], [-3.9886, 1.5888, -3.8773], [-3.8335, 1.2777, -2.9871], [6.4947, -2.2081, -0.1748], [5.0256, -2.0595, -0.3254], [5.8523, -1.6730, -0.6549], [-5.5137, -2.6403, -1.7814], [-5.0850, -1.4121, -2.4753], [-5.2802, -1.7208, -1.6048], [-1.0044, -3.3389, -2.9405], [-1.4216, -4.3630, -3.9066], [-1.5896, -3.4382, -3.7028], [1.2259, 3.9667, 3.2389], [2.3461, 4.8477, 2.6256], [2.0482, 4.4481, 3.4253], [4.5257, 0.5193, 1.2819], [3.8233, 1.7627, 2.0660], [4.0472, 1.3251, 1.2493], [-0.5046, 3.3717, 2.0591], [0.3766, 2.5294, 1.2722], [0.2067, 3.4777, 1.3470], [-2.6764, 3.0320, 0.3162], [-4.0132, 3.6638, 0.4740], [-3.3614, 3.4472, -0.2001], [0.5655, 5.2021, 0.4489], [0.2247, 5.4481, -0.3955], [-1.8608, -1.0796, -4.9928], [-1.8416, 0.1825, -4.1216], [-2.4254, -0.4918, -4.4715], [4.2129, -1.4962, 2.4511], [0.2040, 0.8789, 2.8283], [-3.7347, 4.9283, 2.7251], [-2.4383, -3.0494, 1.6821], [-0.3149, 0.5412, 0.5260], [-0.0385, 4.8942, -1.0936], [-1.1356, 0.7472, -2.1881], [-0.3519, 1.1131, -1.7344], [-1.9198, 1.0013, -1.6941], [2.4533, -1.5899, -5.8675], [2.9627, -2.0163, -5.2112], [2.7596, -0.6765, -5.9109], [-1.2924, -2.2265, -1.1500], [-2.0572, -1.7812, -1.5112], [-1.4648, -2.3637, -0.2087], [6.3981, 0.8798, -2.0155], [6.1221, -0.0343, -2.0003], [5.5597, 1.3311, -1.8614], [-4.5472, -4.3244, -1.6252], [-3.7501, -3.8274, -1.4213], [-4.4208, -5.0144, -2.2756], [3.1854, -1.8592, 0.3831], [3.0214, -1.2752, 1.1205], [3.0896, -1.4700, -0.4972], [3.6799, 0.5659, -4.0692], [4.1936, 1.3256, -4.3839], [4.4959, 0.1255, -3.7647]], "mulliken_charge": [0.319, 0.281, -0.716, 0.259, 0.295, -0.612, 0.071, 0.092, -0.105, 0.034, 0.352, -0.447, 0.270, 0.243, -0.625, 0.228, -0.646, 0.297, -0.465, 0.291, 0.341, -0.636, 0.370, 0.298, -0.609, 0.376, 0.252, -0.542, 0.252, 0.351, -0.580, -0.117, 0.696, 0.349, 0.358, -0.788, 0.337, 0.279, -0.611, 0.280, 0.318, -0.617, 0.452, 0.042, -0.450, 0.235, 0.218, -0.457, 0.262, 0.327, -0.623, 0.275, -0.548, 0.252, 0.381, -0.656, 0.279, -0.522, -0.077, 0.030, -0.015, 0.287, 0.330, -0.643, 0.230, 0.272, -0.563, 0.251, 0.291, -0.556, 0.298, 0.419, -0.717, 0.238, 0.282, -0.629, 0.497, 0.306, -0.708, 0.359, 0.157, -0.517, 0.176, 0.284, -0.565, 0.270, 0.258, -0.664, 0.240, -0.618, 0.255, 0.310, -0.535, 0.137, 0.367, 0.279, 0.240, -0.156, 0.302, 0.124, -0.127, 0.061, -0.650, 0.316, 0.278, 0.058, 0.056, 0.055, -0.589, 0.268, 0.296, -0.666, 0.348, 0.302, -0.071, 0.002, 0.276, -0.520, 0.271, 0.269]}



two | {"formula": "H80O40", "method": "the ωB97M-V functional and the def2-TZVPD basis", "homo_lumo_gap_ev": 9.807, "symbols": ["H", "H", "O", "H", "H", "O", "H", "H", "O", "H", "H", "O", "H", "H", "O", "H", "O", "H", "O", "H", "H", "O", "H", "H", "O", "H", "H", "O", "H", "H", "O", "H", "O", "H", "H", "O", "H", "H", "O", "H", "H", "O", "H", "H", "O", "H", "H", "O", "H", "H", "O", "H", "O", "H", "H", "O", "H", "O", "H", "H", "O", "H", "H", "O", "H", "H", "O", "H", "H", "O", "H", "H", "O", "H", "H", "O", "H", "H", "O", "H", "H", "O", "H", "H", "O", "H", "H", "O", "H", "O", "H", "H", "O", "H", "H", "H", "H", "H", "H", "O", "H", "H", "O", "H", "H", "O", "H", "H", "O", "H", "H", "O", "H", "H", "O", "H", "H", "O", "H", "H"], "xyz": [[-0.2104, 5.2857, 2.0572], [0.6654, 4.7663, 3.1164], [-0.0505, 5.4254, 3.0065], [0.3395, 1.1155, -4.6999], [-0.9579, 0.3356, -4.1108], [0.0380, 0.4715, -4.0466], [2.1930, 0.2972, 3.6384], [3.1044, -0.7279, 2.7753], [2.2292, -0.3278, 2.9345], [-2.6382, -0.9106, -2.7106], [-3.8904, -1.2373, -3.4363], [-3.2828, -0.4178, -3.2283], [-4.3712, -2.8596, -2.0277], [-5.7628, -2.2813, -1.8497], [-4.8785, -1.9889, -2.1307], [2.4739, 2.3594, 4.7393], [2.5338, 1.7179, 5.4389], [5.3973, -1.4998, 1.7800], [6.0522, -1.9181, 1.1622], [5.3892, 1.7677, -0.0867], [5.0487, 2.7891, -1.0983], [5.6196, 2.6850, -0.3497], [0.2659, -1.1474, -2.8500], [0.9395, -1.1581, -1.5759], [0.5309, -1.7742, -2.1942], [-0.7263, 0.3826, -0.7705], [-0.2844, 1.6183, -1.6957], [0.0044, 0.8007, -1.3079], [-4.7942, 1.2133, -0.0639], [-4.7107, 2.4002, 0.8048], [-5.3219, 1.9386, 0.2029], [1.4732, 3.8510, -4.5930], [0.8622, 3.1692, -4.8363], [0.0882, -1.5660, 6.0484], [1.4245, -2.1603, 5.9581], [0.7135, -1.8843, 5.3614], [3.8213, 4.4551, -2.3972], [2.8707, 3.7280, -1.6942], [3.7716, 3.5939, -1.9612], [2.9533, -0.7928, -0.6274], [2.3455, -1.3378, 0.7244], [2.6497, -1.6077, -0.1252], [5.2278, 1.5827, 3.8126], [4.0371, 1.7512, 3.0234], [4.4397, 2.1230, 3.8159], [-2.9660, 3.0781, -3.5852], [-2.8876, 2.7391, -5.0736], [-2.3986, 3.1452, -4.3553], [3.7806, 2.1488, 0.6117], [2.4861, 1.3833, 0.2427], [3.2717, 1.3266, 0.7520], [-0.7892, -2.4936, -6.5286], [-0.2395, -2.7959, -5.8291], [3.6316, -2.9160, 3.9979], [5.2439, -2.9697, 3.2712], [4.5090, -2.6018, 3.8261], [2.2318, 0.9481, -2.9713], [2.9248, 1.2897, -2.3553], [1.2317, 5.6864, -2.6024], [2.5077, 6.0143, -2.3921], [2.0549, 5.6752, -3.1604], [0.9240, -3.4974, 0.0895], [-0.1299, -2.6817, -0.8281], [0.0159, -3.4150, -0.1250], [0.4277, -3.3702, 3.8101], [0.8092, -2.1758, 2.9879], [0.0814, -2.7483, 3.1508], [-0.7089, 0.3560, 4.1075], [0.1038, 1.4706, 3.5304], [-0.1022, 1.0432, 4.3503], [5.3150, -1.7120, -2.0730], [4.2680, -2.9438, -2.0762], [5.2392, -2.6830, -2.0776], [-3.7354, -4.4362, 2.1100], [-3.2228, -5.4021, 1.0984], [-3.8669, -4.7158, 1.1535], [-1.4047, -5.7571, 0.6076], [-0.6107, -5.4383, 1.8814], [-1.2966, -6.0442, 1.4881], [-1.9862, 4.0918, 2.2522], [-3.1369, 4.0135, 1.4060], [-2.2439, 3.6519, 1.4343], [-1.3740, 4.2125, -1.3231], [-1.3847, 4.6080, -2.7209], [-0.7577, 4.5866, -1.9552], [-1.1797, -3.8913, -3.8235], [-0.9397, -2.4876, -3.5982], [-1.6083, -3.0989, -3.5004], [-3.3094, -4.4398, -2.6294], [-3.5519, -4.2261, -1.7110], [-2.8615, -3.6539, 3.9935], [-2.7671, -2.8355, 2.7199], [-3.4557, -3.3383, 3.2841], [0.6933, -2.7639, -5.9585], [1.7684, 1.1382, 5.4323], [3.1888, 2.0625, -2.8460], [5.6281, -2.2293, 0.3363], [-0.0601, 3.2174, -4.6448], [-2.8207, -4.3436, -1.1276], [-4.8965, -0.5448, 3.9280], [-5.3255, -1.3491, 3.6752], [-5.4497, 0.1356, 3.5554], [-2.7764, 0.7135, -0.7390], [-2.9926, 0.1178, -1.5459], [-2.3023, 0.1284, -0.1408], [-2.3425, -1.3703, 4.7302], [-3.2324, -1.0558, 4.8956], [-2.5049, -2.3014, 4.6638], [-2.9911, 3.3501, -1.7663], [-3.8975, 3.5557, -1.8689], [-2.7895, 2.5418, -1.3486], [-3.0588, -0.7972, 2.0182], [-3.6144, -0.5741, 1.2565], [-3.3302, -0.4398, 2.8602], [2.3692, -1.4972, -5.6101], [2.4747, -1.4424, -4.6424], [3.0178, -0.9560, -5.9856], [0.3178, 2.8636, 2.2909], [-0.0634, 2.1916, 1.7540], [1.2252, 2.9224, 2.0328]], "mulliken_charge": [0.303, 0.308, -0.625, 0.140, 0.061, -0.101, 0.079, 0.125, -0.047, 0.099, 0.365, -0.693, 0.445, 0.301, -0.621, 0.283, -0.595, 0.287, -0.675, 0.326, 0.400, -0.689, 0.194, 0.152, -0.516, -0.127, -0.123, 0.508, 0.277, 0.312, -0.643, 0.269, -0.634, 0.246, 0.234, -0.437, 0.201, 0.297, -0.589, 0.190, 0.238, -0.509, 0.302, 0.238, -0.596, 0.329, 0.279, -0.506, 0.293, 0.019, -0.302, 0.234, -0.491, 0.290, 0.357, -0.662, 0.143, -0.510, 0.309, 0.297, -0.622, 0.204, 0.374, -0.425, 0.270, 0.064, -0.396, 0.322, 0.223, -0.486, 0.307, 0.320, -0.630, 0.443, 0.315, -0.646, 0.323, 0.339, -0.687, 0.243, 0.229, -0.449, 0.225, 0.313, -0.529, 0.305, 0.051, -0.508, 0.267, -0.618, 0.385, 0.339, -0.806, 0.275, 0.325, 0.341, 0.396, 0.293, 0.249, -0.641, 0.307, 0.284, -0.438, 0.671, 0.046, -0.451, 0.264, 0.172, -0.699, 0.242, 0.332, -0.381, 0.254, 0.253, -0.604, 0.284, 0.291, -0.595, 0.192, 0.241]}



Stability ranking, top entry: one; the second entry is 51.5 kJ/mol less favorable.